9
Properties=species:S:1:pos:R:3 method="wB97M-V/def2-TZVPD" multiplicity=1 homo_energy_ev=-8.28 e_above_lowest_kcal_mol=129.89
C -1.54259 0.05126 0.16669
C -0.45947 0.66429 0.04674
C -1.07034 -1.22834 -0.00516
C 0.89369 1.10504 0.02691
S 1.58369 -0.59889 0.07989
H -0.66640 -1.77596 0.74962
H -1.34364 -1.51176 -1.03667
H 1.32397 1.51217 -0.89765
H 1.28107 1.78219 0.86963

=====

93
Properties=species:S:1:pos:R:3 method="wB97M-V/def2-TZVPD" charge=-1 multiplicity=1 homo_energy_ev=-3.75 e_above_lowest_kcal_mol=22.41
Pd -2.15636 -0.71379 1.14891
O -5.88555 -2.12378 2.82579
C -5.60781 -1.48912 1.57982
C -5.32365 -2.47934 0.44127
C -6.63746 -3.19058 0.07562
O -7.23088 -3.89367 1.15167
C -4.28124 -3.54089 0.82141
Se -2.87360 -2.95956 2.05679
C -4.90683 -1.66770 -0.79551
Se -3.00584 -1.22572 -1.05438
H -5.01577 -2.46134 3.12084
H -4.75071 -0.80896 1.68995
H -6.49490 -0.89873 1.33022
H -6.45111 -3.91557 -0.72467
H -7.34234 -2.43956 -0.31549
H -6.97066 -3.42701 1.96497
H -3.79838 -3.89943 -0.08992
H -4.77412 -4.38444 1.30652
H -5.48638 -0.74117 -0.83290
H -5.15240 -2.23888 -1.69629
C -3.24646 2.61110 -1.20537
Si -3.12420 2.66633 0.66732
C -4.80815 2.31556 1.44264
C -2.76794 4.48600 1.09788
C -1.84748 1.47392 1.30217
C -1.74735 1.28730 2.75903
C -1.69279 2.23310 3.78955
C -1.50409 1.79981 5.08633
C -1.38904 0.44014 5.35797
C -1.49663 -0.44624 4.30328
N -1.67407 -0.02028 3.06040
Si -0.15601 1.49901 0.53613
C 0.65220 3.23558 0.58277
C -0.13583 1.06078 -1.30626
C 1.07481 0.47459 1.55054
H -4.07627 3.23238 -1.54394
H -3.39319 1.58979 -1.55800
H -2.33728 2.99599 -1.66903
H -5.58692 2.91007 0.96063
H -4.80739 2.57109 2.50423
H -5.08045 1.26660 1.35454
H -3.57678 5.10687 0.70638
H -1.83582 4.83852 0.65797
H -2.72020 4.66573 2.17123
H -1.76851 3.28398 3.55420
H -1.43899 2.52013 5.89285
H -1.23433 0.07486 6.36293
H -1.47201 -1.52061 4.44125
H 0.26945 3.89101 -0.20012
H 1.73398 3.16220 0.45320
H 0.47531 3.72739 1.54139
H -0.16264 1.97131 -1.90735
H -0.98460 0.44364 -1.59999
H 0.77639 0.52397 -1.56118
H 1.42237 1.07450 2.39562
H 1.94379 0.21674 0.94447
H 0.66295 -0.45724 1.93141
Cl 8.90588 -1.29180 -5.17699
C 7.50633 -1.30046 -4.14939
C 6.36578 -0.61793 -4.53897
C 5.26663 -0.61855 -3.69612
C 5.28308 -1.27676 -2.47005
C 4.07089 -1.24219 -1.56049
C 3.18831 -2.46497 -1.83599
N 2.18204 -2.66391 -0.82938
C 2.36154 -3.21624 0.41956
C 1.17198 -3.05512 1.06836
N 0.27398 -2.41542 0.25726
C 0.90539 -2.19799 -0.86109
O 3.27409 -0.08682 -1.75998
C 3.69976 1.06977 -1.03389
C 4.80087 1.81114 -1.73477
C 6.13038 1.74126 -1.43897
Cl 6.85634 0.82982 -0.17583
S 7.11666 2.63219 -2.52560
C 5.73129 3.13288 -3.40694
C 4.58420 2.63310 -2.87719
C 6.43316 -1.97773 -2.13636
Cl 6.51607 -2.84785 -0.63073
C 7.55512 -1.99226 -2.95415
H 6.34319 -0.09202 -5.48220
H 4.37479 -0.07942 -3.97346
H 4.39933 -1.27213 -0.51216
H 3.80933 -3.35875 -1.91585
H 2.69145 -2.31227 -2.79664
H 3.29481 -3.66845 0.70636
H 0.89668 -3.37340 2.05978
H 0.49636 -1.70996 -1.72989
H 4.00998 0.79051 -0.02308
H 2.81783 1.70606 -0.95236
H 5.84088 3.77935 -4.25947
H 3.60075 2.82613 -3.27884
H 8.44497 -2.52616 -2.65616

=====

84
Properties=species:S:1:pos:R:3 method="wB97M-V/def2-TZVPD" multiplicity=1 homo_energy_ev=-8.37 e_above_lowest_kcal_mol=41.70
C -0.58476 -0.69318 -6.99289
S -2.01376 0.33982 -6.78789
O -3.11776 -0.55918 -6.38689
C -1.67876 1.21082 -5.22889
H -0.70476 -1.31818 -7.76289
H -0.28376 -1.26718 -6.12789
H 0.13324 -0.17818 -7.30389
H -1.17276 2.04582 -5.35389
H -1.32876 0.64882 -4.57889
H -2.72476 1.39482 -4.99089
C -5.67476 2.93382 -1.00389
S -5.11576 2.29782 -2.57989
O -3.67776 2.76282 -2.77489
C -4.96676 0.48382 -2.37089
H -5.88276 4.07382 -0.92089
H -5.04576 2.63682 -0.14389
H -6.67176 2.40582 -1.01689
H -4.02376 0.16982 -1.78989
H -4.71976 0.21082 -3.31489
H -5.77376 0.01882 -2.10389
C 4.32224 3.57982 2.04311
S 5.04624 1.93782 2.22211
O 4.24024 1.23882 1.14911
C 6.64224 2.11082 1.43711
H 5.04824 4.31782 2.28311
H 3.64824 3.51782 2.62411
H 4.02924 3.66482 1.02811
H 7.02224 1.26682 1.35411
H 7.19524 2.86082 1.83111
H 6.47524 2.49782 0.38011
C -6.90276 -1.18818 1.20611
S -5.20976 -0.69718 1.17111
O -5.24576 0.59882 1.96711
C -4.59076 -2.01218 2.29111
H -7.61576 -0.40618 0.79811
H -6.98576 -1.39718 2.35711
H -6.78176 -2.12218 0.60811
H -4.68776 -1.69918 3.27611
H -3.47476 -2.06618 1.92711
H -4.94176 -3.04018 1.96311
C -1.91376 -3.07518 -0.71789
S -3.07976 -3.22318 -2.03289
O -4.37376 -2.53518 -1.46989
C -2.49076 -1.91818 -3.15789
H -1.17276 -3.68718 -0.64589
H -2.38176 -3.08718 0.27211
H -1.66776 -2.14118 -0.86889
H -3.12176 -1.74918 -4.32289
H -1.43576 -2.22418 -3.37089
H -2.50776 -1.00318 -2.59389
C 6.00124 -2.29418 0.03411
S 5.95224 -0.65418 -0.55389
O 7.12924 -0.60118 -1.58689
C 4.45924 -0.57318 -1.47489
H 5.24324 -2.31818 0.79911
H 7.04324 -2.56018 0.60511
H 5.84224 -2.84918 -0.72689
H 4.46324 -1.44518 -1.84089
H 4.44324 0.18382 -2.02089
H 3.67324 -0.72918 -0.88889
C 4.82724 -1.65118 5.45511
C 4.11024 -1.36318 4.17811
C 3.18924 -0.23718 4.06511
C 2.90824 0.48282 5.26211
C 3.48424 0.34082 6.52411
C 4.57424 -0.81218 6.64411
H 5.39324 -2.43418 5.57211
H 4.40224 -1.98818 3.30211
H 2.62324 -0.13918 3.06111
H 2.20224 1.41782 5.32011
H 3.18624 1.08482 7.26311
H 5.14924 -1.03118 7.67311
C 0.71024 0.87182 1.07011
C 0.18024 1.03382 -0.46789
C -1.16876 1.16182 -0.70789
C -2.06276 1.17482 0.31611
C -1.66476 1.13282 1.68111
C -0.26476 0.86482 2.08811
H 1.85924 0.52582 1.00911
H 0.98324 1.15582 -1.16289
H -1.36276 1.45682 -1.70889
H -3.27476 1.26782 0.29911
H -2.31476 0.98282 2.39111
H 0.02224 0.60382 3.05411

=====

16
Properties=species:S:1:pos:R:3 method="wB97M-V/def2-TZVPD" multiplicity=3 s_squared=2.10 homo_energy_ev="-6.66 / -8.90" e_above_lowest_kcal_mol=54.71
C -1.57632 -0.66768 1.77872
C 0.28642 -1.10661 -1.91267
C 0.51467 0.55653 1.70580
C -0.02999 1.17554 -1.18623
N -0.25848 -0.57768 1.49970
O 0.26344 -1.56171 0.87995
O -0.49387 0.06666 -1.80382
H -2.00465 -1.62243 1.44553
H -2.27207 -0.00078 2.15338
H -0.30046 -1.80488 -2.47523
H 0.38790 -1.43740 -0.90463
H 1.30974 -0.97382 -2.12539
H 1.40531 0.50271 1.18024
H 0.28766 1.48587 2.16749
H 0.91824 1.21092 -1.00082
H -0.85300 1.85705 -1.05916

=====

40
Properties=species:S:1:pos:R:3 method="wB97M-V/def2-TZVPD" multiplicity=1 homo_energy_ev=-6.82 e_above_lowest_kcal_mol=0.00
C 0.47743 3.37138 -3.55420
C -0.83486 2.99917 -3.27352
C -1.11302 1.89291 -2.42769
C -0.05229 1.18994 -1.87892
C 1.25146 1.60844 -2.07789
C 1.52562 2.71240 -2.91349
C -2.58061 1.55458 -2.22613
C -3.08430 0.11655 -2.01031
N -2.04089 -0.93744 -2.22204
Mg -0.65704 -0.64158 -0.80940
C 2.42514 0.90354 -1.44605
P 1.97418 -0.81341 -0.95728
H -1.67518 3.52473 -3.73500
H 2.56518 3.01459 -3.06216
H 0.68632 4.17961 -4.25557
H 2.75443 1.42455 -0.53161
H 3.27941 0.85866 -2.14011
H -2.95437 2.14720 -1.37586
H -3.14095 1.89162 -3.10788
H -3.44126 0.00674 -0.97733
C 3.47647 -1.32076 -0.03192
C 2.24067 -1.61366 -2.58434
H -3.94781 -0.06578 -2.68014
C -1.46133 -0.93079 -3.60226
C -2.61477 -2.28196 -1.96242
H -0.12332 -1.65942 1.07040
H -2.03728 -1.61427 -4.24710
H -1.44945 0.07647 -4.02905
H -0.42968 -1.30859 -3.54961
H -2.90732 -2.74935 -2.91569
H -1.85100 -2.92642 -1.50791
H -3.47280 -2.23870 -1.27818
H 3.31156 -1.62593 -2.82313
H 1.86139 -2.64140 -2.51630
H 1.69207 -1.08023 -3.36988
H 4.38828 -1.20346 -0.63847
H 3.56180 -0.71586 0.88335
H 3.36478 -2.37621 0.25626
H 0.10735 -2.33427 0.66881
Br -0.84872 0.88643 1.07544

=====

8
Properties=species:S:1:pos:R:3 method="wB97M-V/def2-TZVPD" multiplicity=1 homo_energy_ev=-10.70 e_above_lowest_kcal_mol=60.72
N -1.03612 2.47337 0.57078
C -0.73719 1.41956 0.26701
N -0.58388 0.17506 -0.06900
O -1.07941 -0.82223 0.74763
N -0.33981 -1.06152 2.00128
O 0.58834 -0.35477 2.15204
O -0.82946 -1.92086 2.62192
H 0.10406 0.08678 -0.79237

=====

22
Properties=species:S:1:pos:R:3 method="wB97M-V/def2-TZVPD" multiplicity=1 homo_energy_ev=-9.50 e_above_lowest_kcal_mol=33.58
O -0.45989 -3.29199 -1.77404
C 0.06840 -2.47892 -1.05901
N -0.62855 -1.52627 -0.38199
C 0.02105 -0.34667 0.17471
C -1.08203 0.48744 0.85825
C -0.58654 1.86539 1.31622
S 0.90792 1.91235 2.35341
H 1.15217 -2.37139 -0.90438
H -1.62825 -1.60943 -0.33899
H 0.66275 -0.60814 1.01511
H 0.49652 0.27892 -0.57638
H -1.91120 0.65671 0.16001
H -1.59715 -0.04751 1.65714
H -0.22092 2.37518 0.42662
H -1.40905 2.32395 1.84013
H 0.73743 0.84575 3.12639
O 3.13075 -0.19815 -0.53200
H 3.20762 -0.90149 -1.16066
H 3.14885 -0.42214 0.38390
O -1.56923 1.32278 -2.24845
H -1.12733 1.07822 -1.44112
H -1.31332 0.65543 -2.89487

=====

18
Properties=species:S:1:pos:R:3 method="wB97M-V/def2-TZVPD" charge=+3 multiplicity=1 homo_energy_ev="-21.53 / -21.53" e_above_lowest_kcal_mol=60.30
O -1.05953 -1.48686 4.24223
C -0.86732 -1.37375 3.12142
Pb -0.04189 -0.10345 -0.86877
C 0.54636 0.71163 -2.76785
O 0.87110 1.13516 -3.79682
C -0.77358 -2.25837 -1.53682
O -0.79493 -2.87098 -2.54817
C -2.48978 0.63768 -0.48543
O -3.52278 1.12227 -0.44954
C 2.11311 -1.30445 -0.02825
O 3.14102 -1.77705 0.13443
H -1.01176 -2.13381 -0.29689
C 1.55777 1.94819 2.26575
O 0.63613 2.02092 1.16513
H 2.31484 1.18971 1.98766
H 0.97826 1.61620 3.14037
H 2.00133 2.94278 2.43965
H 0.29307 2.91825 1.07777

=====

142
Properties=species:S:1:pos:R:3 method="wB97M-V/def2-TZVPD" charge=+1 multiplicity=1 homo_energy_ev=-10.68
C 5.47246 0.40998 0.91294
C 5.40088 -0.90681 1.68490
C 4.98861 -2.10069 0.81907
C 5.80053 -2.24717 -0.45724
C 5.33496 -3.41808 -1.32201
C 3.97959 -3.18986 -1.98062
C 4.01937 -2.21222 -3.17425
C 3.48102 -0.81505 -2.89928
C 1.98335 -0.75666 -2.54247
C 1.86283 -0.38699 -1.05598
C 0.46751 -0.59458 -0.48085
N -0.44411 0.54973 -0.58254
C -1.21502 0.75458 -1.65846
N -2.12415 -0.03219 -2.13234
C -2.45776 -1.32055 -1.49639
C -3.92370 -1.61071 -1.52417
C -4.11252 -2.89555 -0.70126
O -4.63934 -0.52724 -0.94544
N -0.92771 1.98147 -2.18786
C -2.00971 2.62458 -2.95050
C -2.03753 2.15502 -4.40039
N -1.05544 2.17744 -5.17478
C -0.17670 2.76858 -1.19249
Cl -0.87716 4.32930 -0.64558
C 1.24646 2.97057 -1.78232
C 1.49392 4.23382 -2.58776
O 0.38356 4.52566 -3.43523
C 1.99035 5.43360 -1.73424
N 3.43959 5.32926 -1.50569
C -0.22213 1.84089 0.08293
C 0.88856 2.00113 1.08026
C 0.87931 1.01997 2.29449
O 1.96500 0.12191 2.12488
C 1.13352 1.84521 3.60616
N 1.94254 1.05476 4.56008
P -1.92494 2.09677 0.94075
S -1.95164 3.13033 2.57903
H 5.55353 1.23268 1.61536
H 4.58082 0.58020 0.30390
H 6.31501 0.41220 0.23455
H 4.68614 -0.77016 2.49395
H 6.36471 -1.13230 2.13120
H 5.05784 -2.99975 1.42511
H 3.93171 -1.96553 0.57945
H 5.85146 -1.33029 -1.03998
H 6.82139 -2.47065 -0.14460
H 6.08348 -3.66415 -2.07298
H 5.27590 -4.28873 -0.67079
H 3.64607 -4.15109 -2.36675
H 3.26365 -2.92315 -1.20496
H 3.55367 -2.68884 -4.03241
H 5.06710 -2.08350 -3.44237
H 4.07604 -0.33508 -2.12866
H 3.62811 -0.24461 -3.81523
H 1.59695 -1.77161 -2.61285
H 1.40796 -0.08881 -3.18070
H 2.50013 -1.09513 -0.54238
H 2.28565 0.59210 -0.85806
H 0.03075 -1.41356 -1.04285
H 0.55406 -0.97556 0.52942
H -2.65704 0.20378 -2.95788
H -2.01940 -1.36812 -0.50864
H -1.97707 -2.10088 -2.08562
H -4.28316 -1.83521 -2.52983
H -4.92117 -3.51644 -1.06268
H -3.17385 -3.44646 -0.82936
H -4.16731 -2.64408 0.35274
H -5.56925 -0.79974 -0.91228
H -2.96668 2.35949 -2.49600
H -1.93688 3.70462 -2.97353
H -3.00856 1.82013 -4.76283
H -0.24859 2.55148 -4.66074
H 2.03710 2.89729 -1.04309
H 1.39842 2.14357 -2.46572
H 2.33908 4.01267 -3.24187
H 0.68457 5.21617 -4.04495
H 1.81218 6.37099 -2.25098
H 1.55798 5.40527 -0.74401
H 3.66357 4.48960 -0.98604
H 3.94354 5.30447 -2.38436
H 1.87569 1.94910 0.63538
H 0.78941 3.00896 1.47595
H -0.04023 0.45572 2.37365
H 2.77627 0.62484 1.96991
H 0.20340 2.06597 4.10810
H 1.68187 2.75580 3.36443
H 2.91551 1.32342 4.49063
H 1.63762 1.31103 5.49165
H -2.28850 0.76615 1.24070
H -2.84873 2.49865 -0.04807
C -6.19843 -3.48864 4.69268
C -5.30399 -2.33747 4.25478
C -4.06631 -3.07632 3.76757
O -4.51036 -4.34016 3.25994
C -5.87541 -4.54628 3.64979
H -7.25675 -3.23583 4.72585
H -5.89973 -3.83587 5.68408
H -5.76965 -1.79640 3.42665
H -5.08681 -1.62296 5.04721
H -3.36803 -3.26877 4.58857
H -3.53722 -2.53346 2.98048
H -6.50556 -4.43295 2.76071
H -5.99135 -5.56142 4.02871
C 0.76670 -1.48272 7.02768
C 0.60210 -1.47374 8.54386
C 1.60732 -2.53365 8.97043
O 2.66244 -2.50340 8.00520
C 2.26316 -1.71768 6.88036
H 0.43269 -0.56741 6.54180
H 0.21065 -2.31916 6.59704
H 0.89093 -0.49890 8.94431
H -0.41090 -1.69170 8.87900
H 1.15976 -3.53314 8.95869
H 2.01982 -2.35149 9.96301
H 2.81868 -0.77331 6.90746
H 2.51973 -2.24263 5.96008
C -1.39442 -5.29113 -4.51308
C -0.00826 -5.59852 -3.96168
C -0.05012 -4.90476 -2.60941
O -1.41372 -4.94699 -2.16212
C -2.24720 -5.36030 -3.25652
H -1.72430 -5.98168 -5.28659
H -1.41485 -4.27957 -4.92832
H 0.10908 -6.67536 -3.82622
H 0.80484 -5.24515 -4.59392
H 0.25161 -3.85187 -2.69472
H 0.58556 -5.38758 -1.86701
H -2.58142 -6.38267 -3.05920
H -3.12416 -4.71146 -3.30711
C -2.79980 7.91935 -3.61883
C -2.52834 6.42657 -3.46727
C -3.54286 6.03589 -2.40195
O -4.65782 6.90763 -2.56299
C -4.31036 7.97756 -3.44899
H -2.46432 8.33395 -4.56806
H -2.30924 8.47064 -2.81326
H -2.74956 5.91052 -4.40687
H -1.50527 6.19013 -3.18215
H -3.13704 6.18115 -1.39417
H -3.87959 4.99953 -2.49301
H -4.82391 7.81477 -4.40198
H -4.65426 8.92167 -3.02784